No. 1
The following is a DFT calculation (ωB97M-V/def2-TZVPD) of C7H17N in the gas phase in a non-equilibrium geometry.

```
25
Properties=species:S:1:pos:R:3:nbo_charge:R:1
C 0.0356 -0.2370 0.1179 0.017
C -1.2083 0.2005 -0.5406 0.005
C 1.1542 1.0178 -0.6543 -0.393
C 0.5435 -1.5951 -0.3281 -0.629
C 0.1406 -0.0401 1.6176 -0.637
C -2.3877 -0.9568 0.2691 -0.671
C 2.6250 0.6631 -0.5508 -0.629
N -1.7178 1.4945 -0.3482 -0.871
H -1.2266 -0.0654 -1.5974 0.200
H -1.7199 1.8210 0.6071 0.377
H -1.6399 2.1193 -1.1350 0.388
H 0.9410 1.9358 -0.1048 0.194
H 0.8743 1.1581 -1.7001 0.187
H 1.5827 -1.7207 -0.0304 0.214
H 1.1890 0.0105 1.9096 0.215
H -0.0320 -2.3942 0.1347 0.210
H 0.4732 -1.7093 -1.4087 0.210
H -0.3200 -0.8728 2.1463 0.214
H -0.3385 0.8795 1.9515 0.201
H -2.6809 -0.4973 1.2097 0.192
H -3.2254 -0.9472 -0.4246 0.204
H -2.1030 -1.9904 0.4390 0.192
H 2.8760 -0.1871 -1.1848 0.201
H 3.2542 1.5009 -0.8664 0.211
H 2.9108 0.4125 0.4718 0.198
```

Computed properties:
Lowest unoccupied orbital energy = 0.90 eV
ΔE to the lowest compared entry with this formula, charge and spin = 186.4 kJ/mol
HOMO-LUMO gap = 8.985 eV
SMILES string = CCC(C)(C)[C@@H](C)N

=====

No. 2
The following is a DFT calculation (ωB97M-V/def2-TZVPD) of C7H17N in the gas phase in a non-equilibrium geometry.

```
25
Properties=species:S:1:pos:R:3:nbo_charge:R:1
C 0.1388 -1.0048 0.0598 -0.382
C 0.5473 -0.6465 1.5170 -0.238
C 1.2016 0.6254 1.9846 -0.636
C 1.6575 -1.5621 2.0591 -0.582
C -0.7181 0.1933 -0.2749 -0.230
N -0.8535 0.2607 -1.7209 -0.448
C -2.2932 0.3828 -2.1341 -0.429
C -0.1112 1.3097 -2.3293 -0.411
H -0.4711 -1.9365 0.0350 0.217
H 0.9903 -1.0393 -0.6107 0.201
H -0.3353 -0.9168 2.0892 0.185
H 0.4464 1.1597 2.4825 0.213
H 1.8925 0.6799 2.8665 0.229
H 1.5378 1.1040 1.0160 0.212
H 1.5004 -2.6611 1.9497 0.192
H 1.9647 -1.4152 3.2136 0.198
H 2.4389 -1.3393 1.3772 0.194
H -0.3807 1.1491 0.2077 0.183
H -1.6069 0.0117 0.2379 0.193
H -2.7878 1.2475 -1.7594 0.184
H -2.3074 -0.0079 -3.1403 0.216
H -2.8313 -0.4380 -1.5467 0.184
H -0.3973 1.4909 -3.4427 0.199
H 0.9007 1.0242 -2.2140 0.192
H -0.1230 2.3288 -1.9228 0.162
```

Computed properties:
Lowest unoccupied orbital energy = 1.04 eV
ΔE to the lowest compared entry with this formula, charge and spin = 321.6 kJ/mol
HOMO-LUMO gap = 9.539 eV
SMILES string = CC(C)CCN(C)C

=====

No. 3
The following is a DFT calculation (ωB97M-V/def2-TZVPD) of a gas-phase ion, C7H17N2O2 (charge +1) in a non-equilibrium geometry.

```
28
Properties=species:S:1:pos:R:3:nbo_charge:R:1
C 2.4072 -0.1111 -3.4199 -0.420
N 1.2525 -0.6139 -2.6537 -0.466
C 0.4784 -1.5941 -3.4364 -0.419
C 1.4296 -0.8918 -1.1846 -0.051
H 2.1616 -0.1725 -4.5030 0.229
H 2.5967 0.9452 -3.1450 0.202
H 3.3620 -0.6756 -3.3095 0.196
H 0.5971 -1.3530 -4.5163 0.227
H 0.7913 -2.6589 -3.3384 0.196
H -0.5873 -1.5185 -3.1498 0.204
H 1.1053 -1.8858 -0.8856 0.228
H 2.4622 -0.7733 -0.8445 0.215
C -2.9327 1.8479 3.8717 -0.637
C -2.2852 0.5807 3.3889 -0.072
O -1.0090 0.9306 2.6950 -0.496
C -0.5902 0.0416 1.7741 0.778
C 0.7952 0.3392 1.0816 -0.338
N 0.6304 0.0815 -0.3639 -0.516
O -1.2852 -0.9030 1.4133 -0.599
H -3.7915 1.5520 4.4693 0.238
H -2.2773 2.4482 4.5023 0.227
H -3.2972 2.4801 3.0561 0.221
H -2.0010 -0.0669 4.2266 0.205
H -2.9148 0.0764 2.6503 0.216
H 0.9597 1.3986 1.3648 0.266
H 1.4853 -0.3772 1.5156 0.260
H 0.8265 1.0098 -0.7481 0.445
H -0.3696 -0.1363 -0.5111 0.461
```

Computed properties:
Lowest unoccupied orbital energy = -2.95 eV
ΔE to the lowest compared entry with this formula, charge and spin = 0.0 kJ/mol
Total charge = +1
HOMO-LUMO gap = 9.957 eV
SMILES string = CCOC(=O)C[NH2+]CN(C)C

=====

No. 4
The following is a DFT calculation (ωB97M-V/def2-TZVPD) of 2 unconnected molecules or ions with the total composition C7H17N3 in a non-equilibrium geometry.

```
27
Properties=species:S:1:pos:R:3:nbo_charge:R:1
C -0.4803 1.8093 1.5866 -0.399
C 2.6016 0.3714 0.4020 -0.647
N -0.9691 0.5224 1.1578 -0.662
C 1.6556 -0.7437 0.0339 0.208
C 1.6195 -1.8661 0.7686 -0.575
H -0.6369 -0.2944 1.6650 0.390
H 0.0553 1.7280 2.5398 0.211
H 0.2093 2.2276 0.8455 0.162
H -1.2978 2.5298 1.7073 0.184
H 3.5863 0.1983 -0.0447 0.228
H 2.7262 0.4331 1.4873 0.222
H 2.2370 1.3457 0.0641 0.204
H 2.0958 -1.9071 1.7420 0.206
H 0.9425 -2.6776 0.5285 0.194
C -2.2170 1.3255 -0.9062 -0.670
N 0.9074 -0.5487 -1.1483 -0.467
C -1.6334 0.1569 -0.1490 0.208
N 0.4730 -1.6011 -1.9664 -0.667
C -2.2294 -1.0444 -0.2614 -0.493
H 0.8108 0.4321 -1.4141 0.392
H 0.6619 -2.5610 -1.6784 0.374
H 0.8507 -1.5807 -2.9159 0.348
H -2.4176 1.0543 -1.9488 0.226
H -3.1660 1.6409 -0.4647 0.227
H -1.5475 2.1892 -0.8749 0.206
H -3.0054 -1.2211 -0.9963 0.199
H -1.8325 -1.9186 0.2408 0.192
```

Computed properties:
Lowest unoccupied orbital energy = 0.95 eV
ΔE to the lowest compared entry with this formula, charge and spin = 403.4 kJ/mol
HOMO-LUMO gap = 8.193 eV
SMILES string = C=C(C)NC.C=C(C)NN

=====

No. 5
The following is a DFT calculation (ωB97M-V/def2-TZVPD) of 2 unconnected molecules or ions with the total composition C7H17N3 in a non-equilibrium geometry.

```
27
Properties=species:S:1:pos:R:3:nbo_charge:R:1
C -1.8914 1.2953 0.2732 -0.463
C -1.2005 1.3220 -1.0720 -0.453
C 2.3345 -0.6402 0.1788 -0.373
C 2.2997 0.9183 0.1367 -0.291
C -1.2953 0.1473 1.0044 -0.258
C 0.9474 -0.9944 0.7894 -0.275
C 0.1602 0.7166 -0.8138 0.062
N 1.0450 1.4773 0.0461 -0.264
N -0.1788 -0.3394 0.1581 -0.071
N -1.2264 -1.9786 -0.7669 -0.768
H -1.6458 2.2879 0.8449 0.252
H -3.0087 1.2523 0.2300 0.290
H -1.7166 0.9378 -1.9328 0.272
H -1.0724 2.4299 -1.4869 0.286
H 2.4119 -0.9635 -0.7805 0.230
H 3.0217 -0.9865 0.8777 0.279
H 2.8817 1.3812 1.0631 0.283
H 2.8488 1.1819 -0.8363 0.301
H -0.7777 0.3384 2.0103 0.243
H -1.9243 -0.6123 1.3618 0.265
H 0.9494 -2.1397 0.8119 0.287
H 0.8380 -0.8250 1.8341 0.245
H 0.6610 0.4396 -1.6903 0.251
H 0.7448 2.2194 0.5511 0.433
H -0.8349 -2.8404 -0.4764 0.417
H -1.0376 -1.8694 -1.8136 0.415
H -2.1793 -1.8311 -0.6575 0.407
```

Computed properties:
Lowest unoccupied orbital energy (alpha / beta) = -10.25 / -11.22 eV
ΔE to the lowest compared entry with this formula, charge and spin = 355.1 kJ/mol
Total charge = +2
HOMO-LUMO gap (alpha / beta) = 8.616 / 6.849 eV

=====

No. 6
The following is a DFT calculation (ωB97M-V/def2-TZVPD) of 2 unconnected molecules or ions with the total composition C7H17N3O2 in a non-equilibrium geometry.

```
29
Properties=species:S:1:pos:R:3:nbo_charge:R:1
C 0.9890 -1.5317 -4.9272 1.018
C 0.1954 -2.6964 1.4561 -0.635
C -1.9986 0.1005 -0.4792 -0.433
C 0.1873 1.3349 -0.4589 -0.401
C -0.6242 0.1770 -2.2980 -0.384
C -0.0039 -1.1688 -0.4120 -0.507
C 0.2486 -1.2316 1.1442 0.192
N 1.5292 -0.4952 1.4649 -0.887
N -0.7372 -0.5841 1.9705 -0.883
N -0.6535 0.1781 -0.9141 -0.269
O 1.9017 -2.1091 -4.5485 -0.510
O 0.1133 -1.0138 -5.4039 -0.508
H 0.3224 -3.0545 2.4868 0.198
H -0.9007 -3.0305 1.4414 0.222
H 0.7625 -3.3530 0.7341 0.232
H -2.5773 0.9586 -0.9092 0.181
H -2.3757 -0.9046 -0.7661 0.253
H -2.1782 0.1517 0.5784 0.265
H 0.3010 1.2802 0.6042 0.234
H 1.1563 1.2452 -0.9315 0.212
H -0.2240 2.2943 -0.7118 0.193
H 0.3143 0.1526 -2.8029 0.210
H -1.2801 -0.4764 -2.7152 0.226
H -0.9092 1.1641 -2.6772 0.192
H 1.0539 -1.3067 -0.7903 0.145
H 1.9988 -1.0228 2.1889 0.354
H 2.1116 -0.4659 0.6630 0.352
H -1.0484 -1.1119 2.7365 0.368
H -0.5014 0.3643 2.2004 0.368
```

Computed properties:
Lowest unoccupied orbital energy = 0.50 eV
ΔE to the lowest compared entry with this formula, charge and spin = 265.1 kJ/mol
HOMO-LUMO gap = 6.745 eV

=====

No. 7
The following is a DFT calculation (ωB97M-V/def2-TZVPD) of 2 unconnected molecules or ions with the total composition C7H17N4OS2.

```
31
Properties=species:S:1:pos:R:3:nbo_charge:R:1
N 1.6550 -1.8991 -1.5712 -0.874
C 0.7828 -0.8911 -1.2819 0.569
N 0.4965 -0.3535 -0.0991 -0.423
C -0.3981 0.5888 -0.3475 0.262
N -0.6885 0.6756 -1.6379 -0.117
C -1.6117 1.5409 -2.3853 -0.228
C -2.8284 0.7684 -2.8834 -0.432
C -3.8661 0.5185 -1.7796 -0.535
S -4.9985 -0.8414 -2.1555 0.026
N 0.0566 -0.2743 -2.2338 -0.316
H 1.4093 -2.8535 -1.3770 0.432
H 2.5833 -1.7013 -1.8995 0.431
H -0.8552 1.2435 0.3788 0.246
H -1.0449 2.0045 -3.1937 0.240
H -1.8974 2.3331 -1.6927 0.243
H -2.5206 -0.1982 -3.2931 0.211
H -3.2808 1.3158 -3.7098 0.250
H -3.3687 0.3044 -0.8328 0.204
H -4.4953 1.3982 -1.6587 0.241
H -4.1482 -1.8299 -1.8603 0.113
H 0.0245 -0.4519 -3.2284 0.457
C 2.8358 0.8812 4.7615 -0.833
S 2.5835 -0.8847 4.5349 1.260
O 3.7861 -1.5618 5.0694 -0.970
C 2.7584 -0.8686 2.7430 -0.839
H 2.8142 1.0787 5.8308 0.248
H 3.8061 1.1637 4.3535 0.232
H 2.0319 1.4312 4.2715 0.218
H 3.7334 -0.4570 2.4799 0.230
H 1.9563 -0.2815 2.2985 0.218
H 2.6887 -1.8987 2.3993 0.236
```

Computed properties:
Lowest unoccupied orbital energy = -3.91 eV
Total charge = +1
HOMO-LUMO gap = 6.889 eV

=====

No. 8
The following is a DFT calculation (ωB97M-V/def2-TZVPD) of 2 unconnected molecules or ions with the total composition C7H17NO in a non-equilibrium geometry.

```
26
Properties=species:S:1:pos:R:3:mulliken_spin:R:1
C -0.0547 1.0978 -0.3953 -1.031
C -0.0924 1.7335 -1.7941 1.710
C -2.4922 1.7245 -0.2654 0.371
C -0.2260 0.0387 2.2112 0.004
C -1.4821 0.3862 1.4332 0.436
O -2.5842 -0.0172 1.7752 -0.408
N -1.2812 1.2858 0.4116 -0.366
H 0.3332 0.0904 -0.4911 0.949
H 0.7193 1.7023 0.0887 -0.348
H 0.6476 1.1590 -2.3796 -0.911
H 0.2367 2.7726 -1.8446 0.100
H -2.3612 2.7548 -0.5944 -0.145
H -0.5048 -0.5857 3.0496 -0.056
H -0.9909 1.6013 -2.4123 -0.223
H -2.6902 1.1158 -1.1591 -0.083
H -3.3195 1.6234 0.4193 0.082
H 0.5051 -0.5634 1.6684 0.259
H 0.1531 0.9769 2.5936 -0.084
C 1.3980 -2.9189 -0.2344 0.278
C 2.4372 -1.7878 -0.3646 0.686
H 1.4875 -3.3544 0.7595 -0.041
H 0.4088 -2.4949 -0.3644 0.213
H 1.6228 -3.7681 -0.8824 -0.309
H 2.3441 -1.1537 0.5088 0.234
H 2.3307 -1.2277 -1.3016 0.130
H 3.4552 -2.1912 -0.4358 -0.447
```

Computed properties:
Lowest unoccupied orbital energy (alpha / beta) = 3.83 / 3.71 eV
ΔE to the lowest compared entry with this formula, charge and spin = 3.1 kJ/mol
Total charge = -1
Multiplicity = 2
HOMO-LUMO gap (alpha / beta) = 2.668 / 9.638 eV

=====

No. 9
The following is a DFT calculation (ωB97M-V/def2-TZVPD) of 2 unconnected molecules or ions with the total composition C7H17NO in a non-equilibrium geometry.

```
26
Properties=species:S:1:pos:R:3:nbo_charge:R:1
C -0.1478 -2.0472 1.1024 -0.636
C 1.2826 -1.5656 0.8394 -0.393
C 1.4469 -0.9477 -0.5414 -0.418
C 0.5712 0.2490 -0.8096 -0.086
C 0.8080 1.3931 -0.1694 -0.015
N 0.1896 2.6040 -0.3937 -0.836
C -0.4397 0.1846 -1.9303 -0.447
C -1.8539 0.6321 -1.5021 -0.611
H -0.6744 -1.5065 1.8913 0.240
H -0.7809 -2.0266 0.2125 0.199
H -0.2206 -3.0707 1.4755 0.206
H 2.0186 -2.3483 1.0008 0.203
H 1.5030 -0.8002 1.5907 0.185
H 2.4943 -0.7927 -0.8224 0.208
H 1.2498 -1.7107 -1.2948 0.201
H 1.5672 1.4246 0.6025 0.184
H -0.2980 2.7574 -1.2594 0.383
H 0.2810 3.4238 0.1727 0.391
H -0.5561 -0.8716 -2.1621 0.213
H -0.1584 0.7313 -2.8359 0.205
H -2.6392 -0.0416 -1.8460 0.209
H -2.1567 1.6035 -1.8919 0.193
H -1.9482 0.6464 -0.4162 0.219
H -0.3004 0.5403 3.7467 0.469
H -0.3750 0.9966 2.2713 0.477
O -0.8628 0.5427 2.9694 -0.942
```

Computed properties:
Lowest unoccupied orbital energy = 0.80 eV
ΔE to the lowest compared entry with this formula, charge and spin = 154.5 kJ/mol
HOMO-LUMO gap = 8.518 eV
SMILES string = CCC/C(=C/N)CC.O

=====

No. 10
The following is a DFT calculation (ωB97M-V/def2-TZVPD) of 5 unconnected molecules or ions with the total composition C7H17NO4 in a non-equilibrium geometry.

```
29
Properties=species:S:1:pos:R:3:nbo_charge:R:1
C 0.2126 2.4980 -2.0814 -0.647
C -0.1923 1.1618 -1.4949 -0.090
C -1.0582 0.2278 -2.0881 -0.091
N -1.3541 -0.7054 -1.1498 -0.485
C -0.6005 -0.4663 0.0029 0.104
C 0.1635 0.6983 -0.1927 -0.348
C -0.7514 -2.5401 1.5391 -0.346
C -0.4859 -1.2527 1.2190 -0.278
H 0.7874 3.1953 -1.5775 0.228
H 0.7188 2.3552 -3.0626 0.221
H -0.8522 2.9833 -2.2540 0.228
H -1.3443 0.2805 -3.0647 0.215
H -1.8816 -1.5538 -1.3983 0.426
H 0.9615 1.0543 0.4585 0.230
H -0.5277 -2.7844 2.6160 0.216
H -1.1191 -3.3540 0.8271 0.215
H -0.0726 -0.6316 1.9805 0.194
H 2.3352 -3.7072 1.6437 0.469
H 1.6492 -2.3427 1.1139 0.493
O 1.9222 -3.2531 1.0284 -0.956
H 0.0606 0.8687 4.3341 0.483
H 0.3633 0.9411 2.6909 0.473
O 0.7623 1.0148 3.6475 -0.952
H 2.7174 -0.6484 -1.5985 0.473
H 2.0062 -0.4581 -0.1654 0.470
O 2.8255 -0.8706 -0.6135 -0.949
H -1.7472 2.4763 -0.2828 0.482
H -2.8150 2.1390 -1.4563 0.471
O -2.6836 2.6740 -0.6210 -0.951
```

Computed properties:
Lowest unoccupied orbital energy = 0.40 eV
ΔE to the lowest compared entry with this formula, charge and spin = 232.8 kJ/mol
HOMO-LUMO gap = 8.666 eV
SMILES string = C=Cc1cc(C)c[nH]1.O.O.O.O

=====

No. 11
The following is a DFT calculation (ωB97M-V/def2-TZVPD) of 5 unconnected molecules or ions with the total composition C7H17NO4 in a non-equilibrium geometry.

```
29
Properties=species:S:1:pos:R:3:nbo_charge:R:1
C 0.3531 1.6221 0.9382 -0.296
C 1.6176 1.6240 1.4683 -0.083
N 2.2736 0.4701 1.0434 -0.547
C 1.4064 -0.2768 0.2547 -0.066
C 0.1873 0.3458 0.3221 -0.143
C -1.1674 -0.0783 -0.0324 -0.196
C -1.7423 -0.2732 -1.2155 -0.171
C -3.1404 -0.8307 -1.4760 -0.651
H -0.4351 2.3575 1.1207 0.235
H 2.0521 2.2560 2.2337 0.216
H 3.2364 0.2453 1.1998 0.416
H 1.7688 -1.1147 -0.3166 0.233
H -1.7490 -0.4671 0.8433 0.214
H -1.2476 -0.1330 -2.1705 0.184
H -3.9899 -0.3918 -0.9647 0.221
H -3.2709 -0.5971 -2.5525 0.212
H -3.0929 -1.9224 -1.3592 0.225
H -1.1945 -2.8570 2.6797 0.456
H 0.1324 -2.9513 1.9612 0.492
O -0.8167 -2.7759 1.7947 -0.954
H 1.6276 -1.1395 2.6064 0.481
H 0.4994 -1.6328 3.3542 0.468
O 1.3728 -1.9565 3.0948 -0.944
H 3.1206 0.7479 -2.4936 0.466
H 1.8634 1.5139 -2.0930 0.468
O 2.1668 0.7592 -2.6093 -0.932
H -0.8631 1.7748 -2.2930 0.476
H -0.0821 3.0764 -2.5562 0.462
O -0.8862 2.6052 -2.7826 -0.939
```

Computed properties:
Lowest unoccupied orbital energy = 0.40 eV
ΔE to the lowest compared entry with this formula, charge and spin = 106.4 kJ/mol
HOMO-LUMO gap = 9.005 eV
SMILES string = C/C=C/c1cc[nH]c1.O.O.O.O

=====

No. 12
The following is a DFT calculation (ωB97M-V/def2-TZVPD) of a molecular structure, C7H17NO8PS2 in a non-equilibrium geometry.

```
36
Properties=species:S:1:pos:R:3:nbo_charge:R:1
C -1.9190 -2.0641 -2.2067 -0.263
O -2.4949 -2.5847 -1.0206 -0.544
C -1.5641 -2.6636 0.0306 -0.052
C -1.2744 -1.3050 0.6679 -0.460
C -0.7781 -1.3898 2.1179 -0.393
C 0.4721 -0.5090 2.3176 -0.398
C 1.7432 -1.1792 1.7687 -0.674
S 2.5941 -0.3080 0.4547 2.306
O 3.7672 -1.1082 0.2455 -0.991
O 2.9183 1.0143 0.9321 -0.997
N 1.6782 -0.3733 -0.8811 -1.212
S 1.2191 1.0437 -1.5016 2.329
O 2.2797 1.9212 -1.9038 -0.986
O 0.3326 0.7592 -2.5920 -0.993
C 0.2775 1.9731 -0.2939 -1.129
P -0.5448 3.4629 -0.9373 2.371
O -1.8067 3.6068 -0.2312 -1.125
O 0.4194 4.7043 -0.6053 -0.982
O -0.7934 3.4121 -2.4870 -0.955
H -1.3568 -2.8174 -2.7607 0.160
H -2.7374 -1.7191 -2.8277 0.180
H -1.2681 -1.2104 -2.0371 0.206
H -0.6136 -3.1058 -0.2844 0.164
H -1.9750 -3.3185 0.7974 0.165
H -2.1248 -0.6417 0.5525 0.214
H -0.4788 -0.8552 0.0894 0.228
H -0.5095 -2.4035 2.3979 0.187
H -1.5359 -0.9977 2.7885 0.202
H 0.5941 -0.4012 3.3931 0.197
H 0.3063 0.4856 1.9348 0.212
H 1.4987 -2.1923 1.4740 0.226
H 2.4668 -1.2326 2.5692 0.239
H 0.9824 2.3124 0.4595 0.279
H -0.4693 1.3901 0.2170 0.270
H 0.6911 4.5817 0.3209 0.503
H 0.0039 3.7128 -2.9589 0.514
```

Computed properties:
Lowest unoccupied orbital energy = 2.95 eV
Total charge = -1
HOMO-LUMO gap = 9.234 eV